No. 1
{
  "formula": "C8H14AgClO6",
  "method": "ωB97M-V with the def2-TZVPD basis set",
  "elements": ["Ag", "Cl", "O", "C", "C", "O", "H", "H", "H", "H", "O", "C", "C", "O", "H", "H", "H", "H", "O", "C", "O", "C", "C", "C", "H", "H", "H", "H", "H", "H"],
  "coordinates": [[0.524, -1.096, -0.920], [-0.472, -2.880, 0.660], [2.364, 0.457, -0.173], [3.569, -0.153, -0.677], [3.672, -1.724, -0.588], [2.606, -2.610, -0.864], [4.451, 0.442, -0.442], [3.581, -0.049, -1.762], [3.964, -1.994, 0.427], [4.449, -2.305, -1.083], [-0.280, 0.675, -2.212], [-0.858, -0.001, -3.345], [-0.267, -1.354, -3.857], [0.344, -2.259, -2.985], [-0.925, 0.670, -4.202], [-1.885, -0.287, -3.118], [0.536, -1.267, -4.589], [-1.054, -1.919, -4.357], [-0.859, 0.367, 0.733], [-1.412, 1.007, 1.641], [-1.087, 2.291, 1.974], [-1.633, 2.729, 3.194], [-2.268, 1.438, 3.666], [-2.579, 0.541, 2.499], [-2.391, 3.512, 3.196], [-0.926, 2.999, 3.978], [-3.260, 1.673, 4.052], [-1.740, 0.888, 4.446], [-3.490, 0.719, 1.928], [-2.673, -0.509, 2.778]],
  "spin_multiplicity": 2,
  "homo_energy_ev": [3.34, 4.01],
  "charge": -3,
  "s_squared": 0.764,
  "orbital_gap_ev": [3.02, 2.36]
}

No. 2
{
  "formula": "C6H9NO",
  "method": "ωB97M-V with the def2-TZVPD basis set",
  "elements": ["C", "C", "C", "C", "C", "C", "H", "H", "H", "H", "H", "H", "H", "H", "H", "N", "O"],
  "coordinates": [[1.144, 1.533, -0.656], [0.000, -0.176, -0.881], [-1.131, -1.087, -0.155], [-0.264, -1.634, 1.146], [-0.402, -0.056, 1.358], [0.136, 0.784, 0.216], [2.188, 1.181, -0.533], [0.926, 2.633, -0.650], [0.890, 0.709, -2.634], [0.954, -0.823, -1.035], [-1.848, -1.742, -0.680], [0.772, -1.850, 0.884], [-0.784, -2.247, 1.934], [-0.382, 0.316, 2.348], [-0.713, 1.589, 0.252], [0.305, 0.961, -1.795], [-1.790, -0.092, 0.882]],
  "homo_energy_ev": -9.12,
  "charge": 0,
  "orbital_gap_ev": 10.10
}

No. 3
{
  "formula": "C2H27O12",
  "method": "ωB97M-V with the def2-TZVPD basis set",
  "elements": ["C", "C", "O", "H", "H", "H", "H", "H", "O", "H", "H", "O", "H", "H", "O", "H", "H", "O", "H", "H", "O", "H", "H", "O", "H", "H", "O", "H", "H", "O", "H", "H", "O", "H", "H", "O", "H", "H", "O", "H", "H"],
  "coordinates": [[-0.206, 0.766, -0.901], [0.289, -0.217, -1.880], [0.342, -1.400, -1.126], [0.566, 0.841, -0.085], [-1.194, 0.496, -0.499], [-0.330, 1.746, -1.278], [1.328, 0.016, -1.976], [-0.355, -0.464, -2.718], [-1.467, 1.499, 2.035], [-0.901, 2.251, 2.182], [-0.887, 0.798, 1.826], [-2.969, 2.959, 0.222], [-2.469, 2.591, 0.892], [-3.068, 2.227, -0.393], [2.855, -1.216, -0.370], [1.982, -1.038, -0.735], [2.741, -1.343, 0.586], [-3.889, 0.550, -0.821], [-3.495, -0.332, -0.768], [-4.248, 0.635, -1.682], [0.688, 3.290, 1.668], [1.546, 3.252, 2.068], [0.882, 2.964, 0.817], [-2.344, -1.708, -0.611], [-2.215, -2.312, 0.140], [-1.487, -1.400, -0.928], [3.099, 1.297, 0.640], [3.279, 0.608, -0.001], [3.878, 1.280, 1.212], [1.967, 0.838, 3.086], [2.699, 0.663, 3.699], [2.350, 0.888, 2.232], [-0.862, -2.773, -3.218], [-1.551, -2.267, -3.606], [-0.357, -2.284, -2.572], [0.025, -0.751, 1.784], [0.092, -0.767, 0.834], [0.853, -0.545, 2.200], [1.176, -3.936, -0.314], [0.702, -4.581, -0.895], [0.962, -3.110, -0.740]],
  "homo_energy_ev": -5.48,
  "charge": -1,
  "orbital_gap_ev": 7.69
}

No. 4
{
  "formula": "C12H20F10InO6S",
  "method": "ωB97M-V with the def2-TZVPD basis set",
  "elements": ["C", "C", "O", "In", "F", "C", "C", "C", "F", "F", "C", "F", "F", "C", "F", "F", "C", "F", "F", "F", "C", "O", "O", "H", "H", "H", "H", "H", "H", "H", "H", "H", "H", "H", "H", "O", "S", "O", "O", "C", "C", "C", "H", "H", "H", "H", "H", "H", "H", "H"],
  "coordinates": [[3.765, 3.576, 1.102], [2.939, 4.076, -0.230], [3.725, 3.728, -1.423], [3.006, 2.009, -2.385], [3.029, 0.377, -1.042], [0.923, 2.502, -3.176], [-0.036, 1.195, -3.420], [-1.404, 1.158, -2.514], [-1.956, 2.549, -2.304], [-2.538, 0.404, -3.170], [-1.108, 0.574, -1.001], [0.215, 1.034, -0.439], [-2.142, 1.225, -0.111], [-1.320, -1.044, -0.838], [-0.890, -1.374, 0.572], [-2.784, -1.417, -0.876], [-0.388, -1.971, -1.818], [-0.629, -3.400, -1.391], [1.082, -1.757, -1.641], [-0.737, -1.917, -3.256], [4.500, 1.473, -4.047], [5.689, 2.313, -3.790], [6.729, 1.564, -3.491], [3.049, 3.008, 1.838], [4.718, 2.955, 0.793], [4.165, 4.533, 1.687], [2.923, 5.268, -0.182], [1.817, 3.729, -0.259], [0.482, 3.313, -2.449], [1.099, 3.016, -4.234], [0.637, 0.242, -3.229], [-0.365, 1.142, -4.564], [4.848, 0.342, -3.894], [4.025, 1.631, -5.117], [6.696, 1.404, -2.488], [-4.417, -4.991, 4.897], [-3.806, -3.716, 5.203], [-4.573, -2.597, 5.708], [-2.942, -3.218, 3.915], [-3.590, -3.125, 2.655], [-4.458, -1.884, 2.566], [-2.436, -3.993, 6.298], [-4.170, -4.031, 2.448], [-2.804, -3.065, 1.894], [-5.310, -1.951, 3.250], [-4.849, -1.756, 1.553], [-3.889, -0.992, 2.845], [-1.823, -4.802, 5.900], [-2.836, -4.269, 7.276], [-1.858, -3.071, 6.381]],
  "homo_energy_ev": -5.05,
  "charge": -1,
  "orbital_gap_ev": 7.05
}